Computed, not measured: a 2-piece molecular cluster, C9H25ClNO4P2S overall, with wB97M-V/def2-TZVPD.

Positions of all 43 atoms, in Å:
C  -0.65  -3.45  0.65
C  0.75  -3.99  0.36
C  1.85  -2.95  0.58
C  1.82  -1.80  -0.43
C  2.37  -0.49  0.13
C  1.41  0.20  1.12
C  1.11  1.70  0.88
C  0.99  2.20  -0.57
P  -0.27  1.41  -1.66
C  -1.66  1.28  -0.46
N  -2.17  2.57  -0.02
P  1.30  1.45  -3.53
S  0.39  1.17  -5.25
H  -1.35  -4.26  0.88
H  -1.08  -2.89  -0.18
H  -0.64  -2.77  1.51
H  0.95  -4.86  0.98
H  0.79  -4.34  -0.68
H  1.75  -2.54  1.59
H  2.83  -3.44  0.54
H  2.38  -2.09  -1.33
H  0.79  -1.65  -0.76
H  2.63  0.18  -0.69
H  3.32  -0.71  0.64
H  1.82  0.14  2.13
H  0.47  -0.35  1.16
H  0.20  1.96  1.42
H  1.91  2.29  1.33
H  1.95  2.19  -1.07
H  0.67  3.25  -0.55
H  -0.99  2.23  -2.55
H  -0.30  0.03  -1.98
H  -2.44  0.71  -0.99
H  -1.37  0.65  0.39
H  -2.29  2.60  0.99
H  -1.67  3.37  -0.37
H  2.12  2.60  -3.50
H  2.32  0.49  -3.28
O  -4.88  0.96  3.74
Cl  -4.42  1.58  2.51
O  -3.19  2.32  2.80
O  -5.42  2.48  2.01
O  -4.12  0.56  1.54

HOMO energy (Ha): -0.1949
Net charge: -1
Largest force on an atom (Eh/bohr): 0.0145
Total energy (eV): -61347.2732
HOMO-LUMO gap (Eh): 0.2898

Löwdin atomic charges, in units of e: -0.108 -0.267 -0.228 -0.223 -0.204 -0.193 -0.234 -0.369 0.704 -0.474 -0.019 0.060 -0.100 0.067 0.066 0.074 0.098 0.106 0.108 0.107 0.112 0.080 0.078 0.110 0.108 0.091 0.100 0.109 0.037 0.086 0.009 0.005 0.079 0.069 0.025 0.046 -0.095 -0.098 -0.378 0.629 -0.414 -0.371 -0.386

***

Computed, not measured: a 2-piece molecular cluster, C5H14N overall at a distorted geometry, with wB97M-V/def2-TZVPD.

Positions of all 20 atoms, in Å:
C  0.15  -1.86  1.92
N  0.77  -1.82  0.80
H  -0.06  -2.82  2.37
H  -0.21  -0.92  2.31
H  0.87  -0.89  0.38
H  0.87  -2.66  0.23
C  -0.28  -0.06  -2.32
C  -0.05  1.58  1.23
C  -0.67  0.93  -0.02
C  0.32  0.75  -1.16
H  -0.32  -1.12  -2.07
H  0.26  0.01  -3.26
H  -1.29  0.30  -2.54
H  -0.74  1.55  2.07
H  0.20  2.62  1.05
H  0.86  1.05  1.51
H  -1.53  1.48  -0.40
H  -1.11  -0.04  0.27
H  0.73  1.70  -1.52
H  1.25  0.23  -0.85

ΔE to the lowest compared entry with this formula, charge and spin (kJ/mol): 134.94
HOMO energy (Ha): -0.5631
Net charge: +1
Largest force on an atom (Eh/bohr): 0.0238
Total energy (eV): -6894.4633
HOMO-LUMO gap (Eh): 0.3530

Löwdin atomic charges, in units of e: 0.180 0.217 0.131 0.110 0.085 0.171 -0.097 -0.103 -0.287 -0.283 0.064 0.080 0.083 0.078 0.086 0.065 0.121 0.086 0.123 0.091

***

Computed, not measured: a 2-piece molecular cluster, F2H4NPSi overall at a distorted geometry, with wB97M-V/def2-TZVPD.

Positions of all 9 atoms, in Å:
N  1.11  0.09  0.74
F  1.56  2.84  -1.18
F  3.14  2.74  0.53
Si  -0.25  -0.21  -0.24
P  2.74  1.84  -0.74
H  1.04  0.68  1.56
H  -1.16  0.91  -0.51
H  -1.01  -1.25  0.48
H  0.30  -0.72  -1.49

ΔE to the lowest compared entry with this formula, charge and spin (kJ/mol): 238.63
HOMO energy (spin up / spin down) (Ha): -0.3678 / -0.3218
Net charge: 0
Largest force on an atom (Eh/bohr): 0.0484
Total energy (eV): -24155.2565
HOMO-LUMO gap (spin up / spin down) (Eh): 0.3263 / 0.2695

Löwdin atomic charges, in units of e: -0.253 -0.352 -0.347 0.358 0.936 -0.050 -0.105 -0.092 -0.097

***

Computed, not measured: a 4-piece molecular cluster, C16H25N8O5PS overall at a distorted geometry, with wB97M-V/def2-TZVPD.

Positions of all 56 atoms, in Å:
C  -0.31  0.01  5.20
C  0.01  -0.07  3.72
C  1.33  0.16  3.32
C  1.68  0.11  1.98
C  0.70  -0.17  1.04
P  1.17  -0.15  -0.69
N  2.68  0.20  -0.88
O  0.21  0.93  -1.43
O  0.78  -1.57  -1.28
C  -0.62  -0.45  1.42
C  -0.96  -0.37  2.77
S  -2.62  -0.72  3.28
C  -3.50  -0.28  1.81
C  -4.83  0.12  1.89
C  -5.56  0.39  0.74
C  -4.94  0.30  -0.51
C  -3.61  -0.06  -0.58
C  -2.88  -0.37  0.57
N  -1.54  -0.82  0.39
H  -1.26  -0.46  5.41
H  -0.31  1.04  5.54
H  0.48  -0.51  5.74
H  2.09  0.39  4.05
H  2.67  0.31  1.62
H  2.74  1.06  -1.43
H  0.15  1.69  -0.83
H  0.76  -1.51  -2.25
H  -5.33  0.20  2.84
H  -6.59  0.68  0.79
H  -5.48  0.50  -1.42
H  -3.12  -0.15  -1.53
H  -1.51  -1.82  0.24
N  5.67  -0.11  -1.95
C  6.09  -0.16  -3.24
N  7.44  -0.38  -3.41
O  5.34  -0.02  -4.19
H  6.28  -0.21  -1.16
H  4.68  0.04  -1.78
H  7.78  -0.42  -4.35
H  8.08  -0.50  -2.65
N  4.01  4.87  -2.01
C  2.75  4.48  -1.63
N  2.01  3.86  -2.60
O  2.32  4.67  -0.50
H  4.38  4.72  -2.92
H  4.58  5.32  -1.31
H  1.09  3.56  -2.34
H  2.34  3.69  -3.53
N  -5.07  -3.19  0.50
C  -4.41  -3.71  -0.58
N  -4.47  -5.07  -0.72
O  -3.81  -3.00  -1.37
H  -5.58  -3.76  1.16
H  -5.05  -2.20  0.63
H  -4.00  -5.47  -1.50
H  -4.97  -5.67  -0.08

HOMO energy (Ha): -0.2949
SMILES string: Cc1ccc(P(=N)(O)O)c2c1Sc1ccccc1N2.NC(N)=O.NC(N)=O.NC(N)=O
Net charge: 0
Largest force on an atom (Eh/bohr): 0.0252
Total energy (eV): -59285.2027
HOMO-LUMO gap (Eh): 0.3140

Löwdin atomic charges, in units of e: -0.055 -0.268 -0.036 -0.060 -0.202 0.521 -0.158 -0.155 -0.124 -0.240 -0.386 1.060 -0.470 -0.120 -0.095 -0.079 -0.024 -0.267 0.069 0.034 0.090 0.082 0.115 0.093 -0.016 0.076 0.089 0.102 0.102 0.104 0.119 0.147 0.155 -0.692 0.135 0.008 0.089 0.038 0.095 0.084 0.150 -0.691 0.152 0.018 0.092 0.101 0.087 0.096 0.177 -0.669 0.148 0.027 0.096 0.065 0.101 0.090

***

Computed, not measured: a 8-piece molecular cluster, C18H56N8O8 overall at a distorted geometry, with wB97M-V/def2-TZVPD.

Positions of all 90 atoms, in Å:
C  0.58  -0.38  2.86
O  0.26  -1.68  3.27
C  1.29  -2.31  4.00
C  0.70  -3.07  5.21
C  0.24  -2.08  6.27
N  1.69  -3.97  5.82
H  1.39  -0.34  2.13
H  0.79  0.30  3.70
H  -0.28  0.07  2.36
H  1.72  -3.12  3.40
H  2.06  -1.61  4.31
H  -0.14  -3.61  4.78
H  1.04  -1.45  6.68
H  -0.26  -2.59  7.09
H  -0.48  -1.36  5.87
H  1.98  -4.62  5.09
H  2.51  -3.42  6.05
C  -4.31  4.64  3.87
O  -5.06  3.45  4.01
C  -4.31  2.28  3.77
C  -3.54  2.19  2.46
C  -4.49  2.40  1.29
N  -2.90  0.86  2.37
H  -3.45  4.64  4.54
H  -4.97  5.46  4.14
H  -4.01  4.81  2.83
H  -3.67  2.01  4.63
H  -5.06  1.48  3.77
H  -2.73  2.93  2.44
H  -5.16  1.54  1.24
H  -3.93  2.35  0.35
H  -4.99  3.36  1.34
H  -3.48  0.20  2.88
H  -2.05  0.86  2.92
C  1.28  2.47  -9.40
O  1.00  1.16  -8.93
C  -0.24  1.05  -8.29
C  -0.38  1.87  -7.01
C  0.72  1.52  -6.02
N  -1.74  1.61  -6.51
H  0.37  2.94  -9.80
H  2.01  2.39  -10.20
H  1.66  3.14  -8.62
H  -1.09  1.33  -8.93
H  -0.32  -0.01  -8.02
H  -0.35  2.92  -7.30
H  1.67  1.91  -6.38
H  0.84  0.43  -5.97
H  0.55  1.88  -5.00
H  -1.84  2.04  -5.59
H  -1.87  0.61  -6.38
C  4.57  -1.16  3.35
O  3.89  -1.48  2.14
C  4.68  -1.29  0.98
C  4.82  0.18  0.60
C  3.56  0.67  -0.11
N  6.04  0.34  -0.23
H  4.30  -0.13  3.62
H  5.65  -1.17  3.14
H  4.27  -1.81  4.17
H  5.68  -1.70  1.15
H  4.15  -1.82  0.18
H  5.00  0.78  1.50
H  2.67  0.49  0.49
H  3.44  0.12  -1.05
H  3.64  1.73  -0.38
H  6.00  -0.35  -0.97
H  5.94  1.21  -0.75
N  -0.62  0.39  -2.26
C  -0.86  0.33  -0.91
N  -2.16  0.55  -0.55
O  0.04  0.05  -0.12
H  -1.23  0.76  -2.97
H  0.34  0.35  -2.53
H  -2.81  0.66  -1.31
H  -2.51  0.40  0.39
N  -1.80  -4.90  0.25
C  -1.33  -4.20  1.34
N  -1.24  -2.85  1.17
O  -1.04  -4.77  2.38
H  -1.94  -4.50  -0.66
H  -2.01  -5.87  0.40
H  -1.32  -2.40  0.28
H  -0.90  -2.28  1.93
O  -3.38  0.13  -3.82
H  -3.06  -0.40  -4.55
H  -4.25  0.42  -4.09
O  1.53  -2.18  -0.88
H  1.24  -1.27  -0.72
H  1.75  -2.52  -0.01

ΔE to the lowest compared entry with this formula, charge and spin (kJ/mol): 9.56
HOMO energy (Ha): -0.3262
SMILES string: COC[C@H](C)N.COC[C@H](C)N.COC[C@H](C)N.COC[C@H](C)N.NC(N)=O.NC(N)=O.O.O
Net charge: 0
Largest force on an atom (Eh/bohr): 0.0283
Total energy (eV): -47875.3528
HOMO-LUMO gap (Eh): 0.3264

Löwdin atomic charges, in units of e: -0.106 -0.209 -0.203 -0.427 -0.071 0.042 0.068 0.099 0.050 0.129 0.103 0.135 0.077 0.075 0.073 0.071 0.064 -0.102 -0.177 -0.237 -0.426 -0.051 0.039 0.095 0.090 0.078 0.129 0.131 0.137 0.089 0.058 0.074 0.089 0.065 -0.108 -0.176 -0.234 -0.446 -0.056 0.035 0.093 0.088 0.083 0.127 0.129 0.131 0.076 0.085 0.065 0.060 0.055 -0.097 -0.211 -0.200 -0.423 -0.061 0.027 0.089 0.091 0.072 0.120 0.119 0.128 0.055 0.079 0.075 0.069 0.062 0.168 -0.632 0.174 -0.016 0.065 0.100 0.079 0.060 0.139 -0.675 0.179 0.016 0.085 0.092 0.084 0.069 -0.051 0.037 0.051 -0.077 -0.023 0.026

***

Computed, not measured: C5H8CuLiO4 as an isolated structure at a distorted geometry, with wB97M-V/def2-TZVPD.

Positions of all 19 atoms, in Å:
C  -0.91  -2.75  1.81
C  0.06  -1.65  1.56
O  -0.16  -0.49  1.90
Li  0.99  0.99  1.49
H  -0.98  -3.35  0.88
H  -0.50  -3.43  2.58
H  -1.90  -2.37  2.08
H  0.52  -0.29  -0.56
H  1.09  -1.94  1.22
O  -1.11  0.39  -1.68
C  0.13  2.49  0.28
C  0.24  0.19  -1.56
O  -0.88  3.12  0.59
O  0.32  2.57  -1.11
C  1.05  1.49  -1.70
Cu  -1.84  2.37  -1.48
H  0.65  -0.52  -2.31
H  1.17  1.77  -2.76
H  2.05  1.40  -1.24

HOMO energy (Ha): -0.2711
Net charge: 0
Largest force on an atom (Eh/bohr): 0.0292
Total energy (eV): -58346.9319
HOMO-LUMO gap (Eh): 0.2576

Löwdin atomic charges, in units of e: -0.034 -0.284 -0.061 0.674 0.100 0.096 0.099 0.063 0.133 -0.310 -0.400 -0.428 -0.085 -0.213 -0.220 0.534 0.106 0.122 0.108